# 1
Molecular formula: C30H90O15
Method: DFT, ωB97M-V with the def2-TZVPD basis set

Calculated values
Charge = -1
LUMO level (spin up / spin down) = 0.0745 / 0.0743 hartree
Multiplicity = 2
Gap between HOMO and LUMO (spin up / spin down) = 1.7675 / 9.5098 eV
Electronic energy = -63277.780 eV

The geometry in XYZ format:
```
135
Properties=species:S:1:pos:R:3:lowdin_spin:R:1
C 10.20005 14.64918 -20.53762 0.0001
C 10.59939 13.29503 -19.93701 0.0003
O 12.06172 13.10741 -19.94503 0.0011
H 10.74361 14.78112 -21.47315 0.0000
H 10.38236 15.48156 -19.85791 0.0000
H 9.16023 14.73387 -20.85338 0.0000
H 10.19194 12.47306 -20.52561 0.0001
H 10.16763 13.22394 -18.93869 0.0001
H 12.13296 12.25293 -19.51332 0.0003
C 6.99659 8.82967 -17.04078 0.0054
C 7.31325 8.25593 -18.43274 0.0022
O 6.99582 9.19295 -19.42170 0.0006
H 5.98444 9.23159 -17.08696 0.0003
H 7.65884 9.67096 -16.83646 0.0003
H 7.08756 8.02167 -16.31487 0.0034
H 6.68799 7.38330 -18.62167 0.0013
H 8.35260 7.98011 -18.61099 0.0010
H 7.35580 8.95363 -20.27887 0.0000
C 4.58412 9.51854 -24.87670 0.0001
C 4.95690 9.78971 -23.45977 0.0001
O 3.79901 10.00497 -22.71076 0.0002
H 5.47960 9.32808 -25.46827 0.0000
H 4.22254 10.41908 -25.37306 0.0000
H 3.84736 8.73263 -25.04290 0.0000
H 5.66575 10.61264 -23.36806 0.0000
H 5.44494 8.89081 -23.08306 0.0001
H 4.10626 10.10890 -21.80721 0.0000
C 8.60948 4.85639 -18.65983 0.0430
C 9.29178 3.51963 -18.94426 0.1106
O 10.35263 3.64736 -19.87200 0.3012
H 8.35872 5.44032 -19.54541 0.0029
H 9.16752 5.53532 -18.01506 0.0158
H 7.65358 4.68157 -18.16607 0.0076
H 8.64669 2.74178 -19.35281 0.0131
H 9.59918 3.03712 -18.01648 0.0476
H 10.99349 2.98287 -19.60864 0.1206
C 11.88823 6.28897 -24.79217 0.0130
C 11.73639 6.43421 -26.29855 0.0034
O 12.42283 7.59862 -26.63571 0.0014
H 11.56113 7.18900 -24.27153 0.0002
H 12.93340 6.15516 -24.51324 0.0052
H 11.34287 5.44764 -24.36457 0.0032
H 10.69621 6.46840 -26.62248 0.0001
H 12.19634 5.54363 -26.72682 0.0019
H 13.27198 7.31839 -26.98501 0.0007
C 4.95048 13.68082 -22.34587 0.0000
C 4.00372 13.53049 -23.63117 0.0000
O 4.73108 14.12439 -24.68973 0.0000
H 5.84964 13.09257 -22.52908 0.0000
H 4.51247 13.28530 -21.42947 0.0000
H 5.33501 14.67658 -22.12519 0.0000
H 3.05535 14.04118 -23.46418 0.0000
H 3.81155 12.46613 -23.76652 0.0000
H 4.21148 14.05763 -25.49419 0.0000
C 9.02214 4.23324 -22.75137 0.0194
C 8.14263 3.02625 -22.41342 0.0303
O 6.83207 3.32633 -22.82794 0.0055
H 8.97291 4.38019 -23.83029 0.0013
H 10.03591 4.02589 -22.40877 0.0135
H 8.71660 5.14174 -22.23237 0.0016
H 8.14244 2.81169 -21.34474 0.0050
H 8.46865 2.11977 -22.92341 0.0112
H 6.71854 3.02013 -23.73069 0.0015
C 7.03909 13.07791 -18.93490 0.0000
C 5.78868 13.63569 -18.31837 0.0001
O 5.88602 15.04563 -18.14015 0.0000
H 7.05857 13.52877 -19.92710 0.0000
H 6.98483 12.00272 -19.10548 0.0000
H 7.96086 13.32815 -18.40971 0.0000
H 5.68794 13.14136 -17.35215 0.0001
H 4.90430 13.32242 -18.87320 0.0000
H 5.04213 15.30908 -17.76595 0.0000
C 12.42900 7.20056 -19.97688 0.0479
C 11.74913 6.69883 -21.24785 0.0182
O 10.39182 6.47538 -20.97467 0.0135
H 13.51120 7.07655 -19.93748 0.0160
H 11.92867 6.72586 -19.13282 0.0213
H 12.34066 8.28688 -19.99141 0.0011
H 12.29713 5.78069 -21.45953 0.0217
H 11.84749 7.41243 -22.06589 0.0002
H 10.32338 5.59875 -20.58938 0.0065
C 12.85916 10.29890 -23.10071 0.0013
C 14.02884 9.98786 -24.02358 0.0020
O 15.28830 10.22749 -23.40843 0.0032
H 11.93123 10.06986 -23.62473 0.0001
H 12.86441 11.33272 -22.75535 0.0002
H 12.97310 9.66279 -22.22294 0.0006
H 13.93214 10.62265 -24.90438 0.0002
H 13.96305 8.96397 -24.39158 0.0006
H 15.28497 11.17229 -23.23833 0.0004
C 9.40111 14.10083 -24.56439 0.0001
C 7.97667 13.93447 -24.09195 0.0000
O 7.31332 15.16463 -24.11272 0.0000
H 9.40456 14.29823 -25.63637 0.0000
H 9.96316 13.19582 -24.33387 0.0000
H 9.77257 15.01705 -24.10543 0.0000
H 8.06579 13.58078 -23.06479 0.0000
H 7.40919 13.11803 -24.53860 0.0000
H 6.38471 14.96615 -24.25371 0.0000
C 6.98215 6.42357 -25.27471 0.0011
C 8.24898 7.19094 -24.93255 0.0002
O 8.43170 8.13267 -25.93442 0.0003
H 7.11037 5.92788 -26.23698 0.0004
H 6.10272 7.05519 -25.40025 0.0000
H 6.76821 5.68113 -24.50588 0.0002
H 9.08911 6.50551 -24.82077 0.0002
H 8.08359 7.62171 -23.94504 0.0001
H 9.33046 8.46464 -25.87424 0.0001
C 10.35583 10.50654 -17.49877 0.0042
C 11.86048 10.25551 -17.40972 0.0132
O 12.56421 10.79877 -18.49191 0.0094
H 9.87634 9.96139 -16.68576 0.0024
H 9.97649 10.18195 -18.46772 0.0004
H 10.06470 11.55614 -17.45779 0.0002
H 12.22927 9.23252 -17.33513 0.0070
H 12.20866 10.75346 -16.50477 0.0014
H 13.43998 10.42547 -18.36827 0.0041
C 2.50814 10.98103 -19.32762 0.0001
C 3.93313 10.63745 -19.04539 0.0002
O 4.75925 10.66318 -20.18791 0.0001
H 2.29074 11.96664 -19.73920 0.0000
H 1.97816 10.84044 -18.38556 0.0000
H 2.07031 10.25585 -20.01357 0.0000
H 4.01531 9.66363 -18.56265 0.0002
H 4.30993 11.34684 -18.30859 0.0000
H 5.58206 10.23498 -19.94046 0.0000
C 8.51411 10.61034 -22.47771 0.0001
C 9.33208 9.43229 -21.95873 0.0004
O 8.48201 8.44887 -21.44026 0.0004
H 8.03532 10.21665 -23.37429 0.0000
H 9.13039 11.43358 -22.83907 0.0000
H 7.79239 11.04375 -21.78533 0.0000
H 10.06151 9.72484 -21.20345 0.0002
H 9.86087 9.09359 -22.84965 0.0001
H 9.09979 7.79296 -21.10899 0.0003
```

# 2
Molecular formula: C30H90O30
Method: DFT, ωB97M-V with the def2-TZVPD basis set

Calculated values
Charge = 0
LUMO level = 0.0077 hartree
Gap between HOMO and LUMO = 9.9244 eV
Electronic energy = -93986.220 eV

The geometry in XYZ format:
```
150
Properties=species:S:1:pos:R:3:lowdin_charge:R:1
C -4.59366 18.86956 18.74993 -0.2272
C -5.27695 17.97173 17.72115 -0.2199
O -5.26848 16.56780 18.08105 -0.1197
O -3.18060 18.70711 18.71860 -0.0601
H -4.88161 18.58267 19.77041 0.1171
H -4.82378 19.94312 18.60533 0.1313
H -4.74857 18.19038 16.83090 0.1124
H -6.28434 18.25061 17.54481 0.0803
H -4.51527 16.14400 17.53481 0.0720
H -3.06082 17.89027 19.18491 0.0255
C -10.09331 12.68543 20.62082 -0.1919
C -10.41521 11.29680 21.23767 -0.2082
O -10.80095 11.56067 22.57711 -0.0955
O -11.19504 13.60003 20.83907 -0.1187
H -10.00777 12.46995 19.59575 0.0772
H -9.23499 13.08892 21.09785 0.0754
H -9.58925 10.63441 21.13333 0.1166
H -11.28345 10.90183 20.70022 0.1254
H -10.91007 10.64939 22.98612 0.1325
H -11.76245 13.24437 21.62185 0.1523
C -1.60062 14.03068 14.12996 -0.2046
C -2.05337 15.49831 14.13825 -0.2445
O -1.67787 16.16100 12.91466 -0.0703
O -2.37377 13.30480 13.17691 -0.0644
H -1.78548 13.56417 15.12294 0.1270
H -0.55878 14.07445 13.98149 0.1026
H -1.61705 15.97524 15.04241 0.1180
H -3.04562 15.47215 14.45547 0.0722
H -1.63150 17.14915 13.04359 0.1159
H -2.17248 13.50937 12.26801 0.0947
C -4.27876 10.26660 12.24756 -0.2549
C -4.79132 8.93524 12.69792 -0.2219
O -4.57833 8.78562 14.08242 -0.0846
O -3.04282 10.54767 12.81124 -0.0287
H -4.99408 10.97255 12.61536 0.0848
H -4.33378 10.41041 11.12746 0.1424
H -4.32885 8.09925 12.20923 0.1135
H -5.90473 8.84348 12.56784 0.1459
H -3.65166 8.51135 14.19862 0.1168
H -2.95841 11.30680 13.33760 0.0324
C -8.49670 13.91438 23.87512 -0.2185
C -7.04607 13.60439 23.60541 -0.2568
O -6.20266 14.76216 23.74796 -0.0592
O -8.82529 14.99015 22.96740 -0.0955
H -8.65228 14.27467 24.97573 0.1543
H -9.04137 12.99065 23.64181 0.1000
H -6.88515 13.03502 22.66037 0.1085
H -6.59872 12.87249 24.35924 0.1335
H -6.68099 15.42072 23.26483 0.0414
H -9.57930 14.61739 22.45278 0.0693
C -10.23250 11.21118 15.45421 -0.2328
C -10.65787 11.80165 16.80831 -0.1962
O -9.98098 11.02161 17.86409 -0.1066
O -8.84739 11.09965 15.58248 -0.0785
H -10.60287 11.85170 14.61223 0.1355
H -10.69128 10.24178 15.43756 0.1092
H -11.73489 11.65648 16.84567 0.1082
H -10.53079 12.88930 16.90923 0.0886
H -9.02716 10.91958 17.58224 0.0861
H -8.44733 11.81399 15.12087 0.0230
C -3.32828 10.33902 21.92360 -0.2085
C -2.99576 11.53535 21.02872 -0.1816
O -1.71519 11.46239 20.35148 -0.0778
O -3.58348 9.08274 21.25479 -0.0933
H -4.20213 10.57134 22.57041 0.1225
H -2.55577 10.10069 22.68827 0.1300
H -3.01068 12.39780 21.67252 0.1207
H -3.78263 11.57542 20.26858 0.0916
H -1.15644 10.86963 20.85613 0.0685
H -3.77785 9.24319 20.30056 0.0499
C -6.02106 9.39935 17.06336 -0.2702
C -4.91795 8.62174 17.71306 -0.1924
O -4.11194 9.45176 18.55296 -0.0947
O -5.52530 10.29635 16.16644 -0.0685
H -6.51134 9.97727 17.78557 0.0942
H -6.83657 8.67911 16.72000 0.1550
H -4.22880 8.13715 17.01076 0.1239
H -5.20340 7.74076 18.32166 0.1310
H -3.17263 9.35517 18.34756 0.0373
H -5.16394 9.81277 15.38781 0.0721
C -8.59437 16.56684 16.23926 -0.2362
C -7.67583 17.41185 15.35590 -0.2193
O -8.07643 17.36794 13.94950 -0.0783
O -8.31480 15.19690 16.12339 -0.0667
H -9.64084 16.97080 16.03086 0.1407
H -8.28885 16.85516 17.26656 0.1022
H -6.63272 17.15011 15.46620 0.0979
H -7.69946 18.48790 15.58839 0.1214
H -7.46665 16.73120 13.54985 0.0406
H -8.80352 14.73166 16.81549 0.0653
C -0.10059 9.47175 18.51593 -0.1779
C 0.17383 8.45208 19.69920 -0.1804
O -0.65340 8.77095 20.84539 -0.1039
O -1.51981 9.63648 18.42007 -0.1142
H 0.31901 8.96733 17.59518 0.1323
H 0.38697 10.41417 18.73633 0.1113
H 1.21277 8.33263 20.03891 0.1184
H -0.08115 7.44681 19.39173 0.1013
H -1.62410 8.75673 20.82506 0.0517
H -1.68825 10.36773 19.04060 0.0343
C -7.12099 13.00613 13.25777 -0.1839
C -6.13285 13.97191 14.01837 -0.2009
O -6.09676 15.22184 13.36439 -0.0939
O -8.43752 13.04308 13.78959 -0.0866
H -6.74815 11.99189 13.35223 0.0967
H -7.01777 13.27766 12.23363 0.1071
H -5.14096 13.60904 13.86045 0.0914
H -6.30557 14.11759 15.10938 0.1144
H -5.46864 15.10572 12.59548 0.1298
H -8.54392 13.94053 14.22698 0.1138
C -2.06779 15.30953 18.01734 -0.1173
C -2.53960 14.85945 19.39435 -0.1656
O -3.30028 15.98911 20.03372 -0.0907
O -3.25054 15.14374 17.07295 -0.1282
H -1.21915 14.64412 17.65537 0.1334
H -1.81063 16.36935 17.93890 0.1174
H -1.70498 14.60867 20.08232 0.1300
H -3.08304 13.94866 19.35350 0.0694
H -4.06053 16.21121 19.48126 0.0205
H -3.54444 14.22252 17.02103 0.0478
C -7.91955 17.14399 20.48125 -0.2005
C -9.10698 18.17560 20.61204 -0.2210
O -10.10028 17.80646 21.56741 -0.0840
O -8.28738 15.84257 20.05200 -0.0738
H -7.50879 17.12520 21.49982 0.1180
H -7.05341 17.45703 19.87960 0.1003
H -9.58854 18.27397 19.61530 0.1091
H -8.64090 19.13243 20.95431 0.1289
H -10.13807 16.79582 21.60453 0.1008
H -8.42884 15.89224 19.11565 0.0491
C -5.97547 13.15748 17.70155 -0.2316
C -5.84804 13.13978 19.23303 -0.1795
O -7.15229 13.23299 19.90746 -0.0808
O -4.76209 12.83354 17.03901 -0.0910
H -6.32555 14.18832 17.46258 0.1018
H -6.77719 12.38101 17.44832 0.1346
H -5.05637 13.80705 19.57859 0.0969
H -5.46128 12.08317 19.43459 0.1152
H -7.52477 14.10072 20.10387 0.0340
H -4.82402 11.89922 16.74758 0.0688
C -11.71186 15.63558 17.75088 -0.2202
C -13.08678 14.97323 17.99464 -0.2046
O -13.15543 14.77561 19.41324 -0.0861
O -10.56600 14.82335 18.04055 -0.0982
H -11.63932 16.59518 18.24199 0.1171
H -11.68503 15.86138 16.69152 0.1068
H -13.17815 14.04507 17.31610 0.1382
H -13.85572 15.72571 17.86730 0.1145
H -12.52761 14.10000 19.69272 0.0273
H -10.43179 14.74563 19.00499 0.0722
```

- Among the records above, which one has the highest electronic energy?
  C30H90O15

- Which of these has the lowest charge?
  C30H90O15